Entry w
The following is a quantum chemistry calculation of a cluster of 5 separate species, CH11O5 in total, from OMol25.

## Properties
net charge = -1
E_HOMO = -0.1747 hartree
lowest unoccupied orbital energy = 3.5 eV
frontier orbital gap = 8.21 eV

Last column: Löwdin charge in e.
Cartesian coordinates (Å):
C -0.981 0.435 -0.500  -0.299
O -0.264 -0.739 -0.271  -0.389
H -1.868 0.247 -1.151  0.063
H -1.436 0.794 0.445  0.055
H -0.477 1.277 -0.971  0.049
H -0.625 -1.223 1.307  -0.027
H -0.130 -1.130 2.686  -0.001
O -0.753 -1.665 2.187  -0.121
H -0.045 -1.559 -1.467  -0.016
H -0.650 -1.902 -2.911  -0.012
O 0.123 -2.065 -2.377  -0.165
H 0.303 2.283 2.151  0.029
H 1.459 2.269 3.073  0.039
O 0.654 2.788 2.900  -0.075
H 1.228 0.163 -0.996  -0.006
H 1.600 -0.327 -2.371  0.004
O 1.863 0.355 -1.733  -0.128

=====

Entry x
The following is a quantum chemistry calculation of a cluster of 5 separate species, CH11O5 in total, from OMol25.

## Properties
net charge = -1
E_HOMO = -0.1596 hartree
lowest unoccupied orbital energy = 3.9 eV
frontier orbital gap = 8.20 eV

Last column: Löwdin charge in e.
Cartesian coordinates (Å):
C 0.096 -0.310 -1.228  -0.338
O 0.350 -0.190 0.147  -0.451
H 0.046 -1.371 -1.543  0.047
H 0.925 0.197 -1.854  0.059
H -0.822 0.394 -1.343  0.084
H 2.463 1.033 -0.154  0.028
H 3.151 -0.085 0.719  0.033
O 3.310 0.800 0.329  -0.120
H -0.882 -1.795 0.154  -0.033
H -0.766 -3.286 0.074  0.003
O -1.405 -2.604 0.147  -0.071
H -0.961 2.368 0.510  0.018
H 0.474 1.905 0.322  -0.011
O -0.045 2.718 0.466  -0.105
H -2.461 -0.369 1.580  0.006
H -1.236 0.192 0.642  0.039
O -2.238 0.402 1.032  -0.189

=====

entry w wins, 13.3 kcal/mol ahead of the next structure.

=====

Entry w
The following is a quantum chemistry calculation of the ion C4H9ClN3 with charge +1, from OMol25.

## Properties
net charge = +1
E_HOMO = -0.4348 hartree
SMILES = N[C@@H](C=[NH2+])N/C=C/Cl
lowest unoccupied orbital energy = -5.1 eV
frontier orbital gap = 6.73 eV

Last column: Löwdin charge in e.
Cartesian coordinates (Å):
C -1.169 0.607 0.407  0.012
C 1.927 0.346 0.946  -0.256
C -0.064 0.428 -0.666  -0.348
C 1.327 -0.296 1.934  -0.624
N -2.048 -0.290 0.479  0.222
N 1.264 0.799 -0.143  -0.018
N -0.183 -0.906 -1.179  0.061
Cl 2.177 -0.618 3.379  0.654
H -1.198 1.359 1.114  0.135
H 3.036 0.549 1.099  0.152
H -0.219 1.114 -1.558  0.183
H 0.287 -0.530 1.915  0.036
H -2.079 -0.957 -0.317  0.155
H 1.861 1.161 -0.983  0.192
H 0.473 -1.415 -0.631  0.085
H -2.619 -0.361 1.400  0.220
H 0.075 -0.963 -2.197  0.138

=====

Entry x
The following is a quantum chemistry calculation of a structure of composition C4H9ClN3, from OMol25.

## Properties
net charge = +1
E_HOMO = -0.4949 hartree
lowest unoccupied orbital energy = -3.8 eV
frontier orbital gap = 9.66 eV

Last column: Löwdin charge in e.
Cartesian coordinates (Å):
C 0.065 -1.867 -1.312  -0.273
C 1.216 -2.009 0.838  0.008
C -1.278 0.938 -0.011  -0.062
C 0.502 0.132 -0.062  -0.590
N -0.100 -2.470 -2.275  0.202
N 0.438 -1.233 -0.180  -0.185
N -1.076 2.364 0.020  0.136
Cl 1.439 1.150 -1.223  0.646
H 0.874 -1.889 1.868  0.101
H 1.070 -3.012 0.747  0.063
H 2.298 -1.757 0.751  0.121
H -1.588 0.453 0.910  0.114
H -1.727 0.654 -1.004  0.136
H 0.965 0.457 0.954  0.132
H -0.061 2.606 -0.039  0.123
H -1.583 2.802 0.823  0.204
H -1.453 2.680 -0.805  0.123

=====

entry w wins, 25.8 kcal/mol ahead of the next structure.

=====

Entry w
The following is a quantum chemistry calculation of the molecule C4H7N3O2, from OMol25.

## Properties
net charge = 0
E_HOMO = -0.3603 hartree
SMILES = CCNNC(=O)N=C=O
lowest unoccupied orbital energy = 0.7 eV
frontier orbital gap = 10.48 eV

Last column: Löwdin charge in e.
Cartesian coordinates (Å):
C 1.976 1.168 0.022  -0.539
C 2.912 -1.151 -0.006  -0.293
C -2.224 -1.171 0.138  -0.081
C -1.297 0.147 0.346  -0.219
N 2.354 -0.128 -0.336  0.228
N 0.684 1.449 -0.332  0.032
N -0.230 0.434 -0.666  -0.069
O 2.749 1.950 0.490  0.099
O 3.211 -2.227 0.194  0.207
H -3.221 -0.764 -0.054  0.051
H -1.744 -1.845 -0.620  0.071
H -2.179 -1.869 1.033  0.076
H -2.006 1.020 0.522  0.112
H -0.811 -0.068 1.242  0.067
H -0.527 0.683 -1.615  0.127
H 0.352 2.372 -0.358  0.131

=====

Entry x
The following is a quantum chemistry calculation of the molecule C4H7N3O2, from OMol25.

## Properties
net charge = 0
E_HOMO = -0.2844 hartree
SMILES = Cc1cn(O)c(=O)n1N
lowest unoccupied orbital energy = 0.7 eV
frontier orbital gap = 8.40 eV

Last column: Löwdin charge in e.
Cartesian coordinates (Å):
C 1.945 -0.955 0.044  -0.025
C 0.482 -0.482 -0.012  -0.216
C -0.626 -1.213 -0.108  -0.030
C -1.346 0.961 -0.010  -0.414
H 2.041 -1.758 -0.698  0.077
H 2.150 -1.371 1.049  0.083
H 2.637 -0.174 -0.270  0.061
H -0.838 -2.256 -0.066  0.130
H -3.500 -0.214 0.102  0.135
H 1.424 2.019 0.835  0.093
H 1.423 2.007 -0.824  0.101
N -1.709 -0.390 -0.101  -0.129
N 0.064 0.894 -0.028  -0.083
N 0.850 1.997 0.014  0.096
O -2.883 -0.974 0.087  0.069
O -2.113 1.909 -0.016  0.052

=====

entry w wins, 29.4 kcal/mol ahead of the next structure.

=====

Entry w
The following is a quantum chemistry calculation of a structure of composition C4H7N3O2, from OMol25.

## Properties
net charge = 0
E_HOMO = -0.2890 hartree
lowest unoccupied orbital energy = 0.8 eV
frontier orbital gap = 8.65 eV

Last column: Löwdin charge in e.
Cartesian coordinates (Å):
C 1.767 0.163 1.381  -0.388
C -1.503 -0.010 -1.523  -0.400
C 0.533 0.120 -0.195  -0.311
N 1.413 -0.041 2.663  0.140
N -2.837 -0.176 -1.377  0.117
N 1.345 0.011 -1.223  0.133
C -0.592 -0.210 0.316  0.055
O 2.891 0.439 1.019  0.004
O -1.005 0.214 -2.611  0.011
H 2.111 0.029 3.395  0.113
H 0.521 -0.439 2.893  0.086
H -3.238 -0.429 -0.493  0.085
H -3.446 -0.122 -2.186  0.106
H 0.913 0.106 -2.140  0.094
H 2.330 0.158 -1.019  0.101
H -1.204 0.189 1.100  0.054

=====

Entry x
The following is a quantum chemistry calculation of a cluster of 2 separate species, C4H7N3O2 in total, from OMol25.

## Properties
net charge = 0
E_HOMO = -0.3621 hartree
SMILES = [H]/N=C\C(=O)O.CN=C=N
lowest unoccupied orbital energy = 0.7 eV
frontier orbital gap = 10.52 eV

Last column: Löwdin charge in e.
Cartesian coordinates (Å):
C 0.431 -1.956 -0.171  -0.090
N -0.419 -0.849 -0.465  0.015
C 0.325 1.358 0.710  -0.545
C -1.587 -0.582 -0.305  -0.297
C 1.136 1.096 -0.568  -0.191
O -0.713 2.167 0.495  0.100
N -2.646 -0.017 -0.177  0.172
N 2.317 0.661 -0.549  0.123
O 0.604 0.879 1.782  0.088
H -1.255 2.251 1.296  0.135
H -3.524 -0.152 -0.640  0.069
H 2.589 0.267 0.354  0.062
H 0.742 1.556 -1.465  0.112
H -0.093 -2.911 -0.242  0.085
H 1.251 -1.937 -0.890  0.076
H 0.841 -1.832 0.834  0.085

=====

entry x wins, 45.0 kcal/mol ahead of the next structure.

=====

Entry w
The following is a quantum chemistry calculation of the molecule ClH2NOS, from OMol25.

## Properties
net charge = 0
E_HOMO = -0.3673 hartree
lowest unoccupied orbital energy = -0.2 eV
frontier orbital gap = 9.81 eV

Last column: Löwdin charge in e.
Cartesian coordinates (Å):
N 0.661 0.136 0.309  -0.351
O -1.275 0.315 -1.084  -0.381
S 0.297 0.024 -1.212  0.613
Cl 0.305 -2.107 -1.820  0.030
H 1.697 0.269 0.410  0.014
H -1.642 0.189 -0.195  0.075

=====

Entry x
The following is a quantum chemistry calculation of the molecule ClH2NOS, from OMol25.

## Properties
net charge = 0
E_HOMO = -0.4070 hartree
lowest unoccupied orbital energy = -1.2 eV
frontier orbital gap = 9.92 eV

Last column: Löwdin charge in e.
Cartesian coordinates (Å):
N -0.676 -0.186 0.960  -0.373
O -0.043 0.869 -1.540  -0.364
S -1.378 0.553 -0.139  0.684
Cl -1.843 2.628 0.473  0.061
H 0.163 0.295 1.238  0.003
H 0.705 0.906 -0.927  -0.011

=====

entry w wins, 19.0 kcal/mol ahead of the next structure.